DFT (wB97M-V/def2-TZVPD) results for a 23-piece molecular cluster, C65H189N13O23 overall in a non-equilibrium geometry.

Results
- charge = 0
- frontier orbital gap (eV) = 9.2
- spin multiplicity = 1

CARTESIAN COORDINATES (ANGSTROEM)
1 C 0.331 -4.256 6.876
2 C 0.914 -2.859 6.717
3 C 0.298 -1.887 7.742
4 O 0.790 -0.519 7.643
5 C 0.217 0.250 6.588
6 N 2.374 -3.022 6.870
7 H -0.755 -4.307 6.723
8 H 0.520 -4.748 7.816
9 H 0.783 -4.910 6.142
10 H 0.724 -2.523 5.689
11 H 0.602 -2.163 8.759
12 H -0.771 -1.835 7.626
13 H 0.596 1.247 6.779
14 H -0.901 0.214 6.629
15 H 0.481 -0.019 5.578
16 H 2.632 -3.492 6.011
17 H 2.764 -2.073 6.887
18 C -8.027 -2.748 1.104
19 C -6.796 -2.363 1.929
20 C -6.404 -0.870 1.726
21 O -5.906 -0.718 0.408
22 C -4.493 -0.754 0.249
23 N -6.979 -2.638 3.335
24 H -8.816 -2.035 1.212
25 H -8.400 -3.675 1.540
26 H -7.827 -2.875 0.044
27 H -5.936 -2.997 1.659
28 H -5.613 -0.607 2.463
29 H -7.297 -0.196 1.820
30 H -3.996 0.040 0.794
31 H -4.362 -0.583 -0.809
32 H -4.052 -1.693 0.520
33 H -7.755 -2.095 3.747
34 H -7.179 -3.611 3.508
35 C -0.272 -4.403 1.526
36 C 0.772 -3.977 2.559
37 C 1.799 -4.992 2.930
38 O 1.376 -5.866 3.906
39 C 2.443 -6.621 4.417
40 N 1.510 -2.769 1.950
41 H -0.910 -5.229 1.822
42 H 0.223 -4.684 0.595
43 H -0.946 -3.557 1.269
44 H 0.290 -3.725 3.531
45 H 2.740 -4.462 3.226
46 H 2.120 -5.653 2.064
47 H 2.083 -7.485 4.971
48 H 2.988 -5.973 5.132
49 H 3.198 -6.940 3.701
50 H 1.709 -2.164 2.727
51 H 0.936 -2.187 1.338
52 C 5.113 -2.669 -1.401
53 C 3.957 -3.101 -0.535
54 C 3.121 -4.177 -1.223
55 O 3.914 -5.339 -1.561
56 C 3.125 -6.445 -1.939
57 N 4.442 -3.429 0.834
58 H 5.694 -1.852 -0.985
59 H 4.697 -2.380 -2.409
60 H 5.713 -3.548 -1.548
61 H 3.255 -2.305 -0.337
62 H 2.693 -3.717 -2.130
63 H 2.249 -4.421 -0.614
64 H 3.767 -7.245 -2.286
65 H 2.541 -6.099 -2.806
66 H 2.499 -6.749 -1.118
67 H 4.590 -4.427 0.814
68 H 3.691 -3.331 1.469
69 C 2.097 4.345 4.416
70 C 1.640 2.903 4.112
71 C 1.421 2.634 2.641
72 O 0.310 3.436 2.176
73 C 0.100 3.361 0.809
74 N 2.585 1.929 4.627
75 H 1.188 4.992 4.367
76 H 2.779 4.694 3.630
77 H 2.532 4.391 5.406
78 H 0.665 2.711 4.614
79 H 1.118 1.585 2.460
80 H 2.325 2.837 2.059
81 H 0.001 2.363 0.406
82 H 0.877 3.920 0.215
83 H -0.761 4.019 0.675
84 H 2.717 2.113 5.620
85 H 3.525 2.048 4.231
86 C 1.065 -1.367 -1.827
87 C -0.041 -0.283 -1.808
88 C -0.985 -0.582 -0.675
89 O -0.176 -0.534 0.512
90 C -0.981 -0.163 1.643
91 N 0.574 1.020 -1.799
92 H 1.525 -1.403 -2.814
93 H 0.702 -2.383 -1.651
94 H 1.786 -1.167 -1.035
95 H -0.630 -0.417 -2.719
96 H -1.604 -1.530 -0.773
97 H -1.731 0.215 -0.602
98 H -1.773 -0.858 1.839
99 H -1.447 0.810 1.428
100 H -0.279 -0.146 2.478
101 H 1.395 0.953 -1.249
102 H -0.054 1.725 -1.465
103 C 0.128 5.930 -3.115
104 C -1.170 6.220 -2.323
105 C -1.498 7.667 -2.654
106 O -2.640 7.970 -1.915
107 C -3.189 9.278 -2.053
108 N -2.176 5.208 -2.589
109 H -0.049 6.019 -4.188
110 H 0.466 4.915 -2.942
111 H 0.872 6.673 -2.890
112 H -0.853 6.256 -1.262
113 H -1.764 7.725 -3.708
114 H -0.645 8.306 -2.403
115 H -2.630 10.086 -1.567
116 H -4.161 9.262 -1.554
117 H -3.270 9.523 -3.105
118 H -2.025 4.884 -3.543
119 H -3.102 5.607 -2.460
120 C -0.786 -1.657 -7.186
121 C 0.652 -2.164 -7.235
122 C 1.505 -1.335 -8.228
123 O 1.158 -1.349 -9.661
124 C 1.178 -2.661 -10.181
125 N 1.309 -1.958 -5.913
126 H -1.375 -1.830 -8.108
127 H -0.763 -0.565 -7.170
128 H -1.295 -2.114 -6.336
129 H 0.540 -3.233 -7.434
130 H 2.523 -1.748 -8.241
131 H 1.397 -0.292 -8.000
132 H 0.277 -3.227 -9.839
133 H 2.128 -3.235 -9.900
134 H 1.172 -2.558 -11.288
135 H 0.975 -1.095 -5.512
136 H 2.304 -1.765 -5.998
137 C -4.602 0.000 6.246
138 C -6.032 0.463 6.226
139 C -6.758 0.110 7.511
140 O -6.898 -1.304 7.709
141 C -7.373 -1.554 9.030
142 N -6.053 1.880 5.924
143 H -4.454 -1.096 6.372
144 H -3.877 0.517 6.919
145 H -4.241 0.213 5.233
146 H -6.544 -0.130 5.410
147 H -7.729 0.550 7.482
148 H -6.240 0.553 8.367
149 H -6.743 -1.007 9.764
150 H -7.300 -2.618 9.235
151 H -8.398 -1.210 9.155
152 H -6.949 2.195 5.579
153 H -5.375 2.087 5.185
154 C 8.916 -2.966 -5.913
155 C 7.647 -2.391 -5.442
156 C 6.710 -3.554 -5.064
157 O 5.294 -3.160 -5.000
158 C 4.449 -4.299 -4.689
159 N 7.867 -1.279 -4.510
160 H 9.407 -3.420 -5.058
161 H 9.600 -2.227 -6.297
162 H 8.761 -3.697 -6.718
163 H 7.107 -1.950 -6.301
164 H 6.980 -4.042 -4.126
165 H 6.787 -4.338 -5.850
166 H 4.258 -4.827 -5.644
167 H 3.478 -3.932 -4.266
168 H 4.927 -4.964 -3.964
169 H 8.457 -1.631 -3.755
170 H 6.989 -0.973 -4.087
171 C -1.993 5.706 5.068
172 C -2.979 4.548 5.254
173 C -2.923 3.729 3.909
174 O -4.007 2.818 3.879
175 C -3.921 1.873 2.745
176 N -2.543 3.695 6.405
177 H -1.145 5.280 4.535
178 H -1.592 6.030 6.019
179 H -2.428 6.586 4.527
180 H -4.054 4.815 5.325
181 H -1.962 3.224 3.797
182 H -3.081 4.454 3.045
183 H -4.829 1.247 2.646
184 H -2.993 1.290 2.883
185 H -3.774 2.486 1.849
186 H -3.294 3.032 6.479
187 H -2.682 4.279 7.211
188 C 1.533 6.724 1.239
189 C 3.080 6.763 1.203
190 C 3.627 5.551 0.350
191 O 3.052 5.792 -0.948
192 C 3.535 4.878 -1.886
193 N 3.495 8.035 0.686
194 H 1.151 7.479 1.929
195 H 1.167 5.740 1.564
196 H 1.067 6.952 0.258
197 H 3.424 6.635 2.237
198 H 3.206 4.671 0.790
199 H 4.735 5.561 0.307
200 H 4.573 5.066 -2.149
201 H 2.902 4.907 -2.765
202 H 3.465 3.859 -1.485
203 H 4.525 8.070 0.532
204 H 3.095 8.087 -0.235
205 C -0.887 2.519 -4.920
206 C 0.443 2.178 -5.581
207 C 1.365 3.340 -5.658
208 O 0.778 4.378 -6.399
209 C 1.223 4.437 -7.748
210 N 1.062 1.020 -4.863
211 H -0.867 2.772 -3.882
212 H -1.642 1.768 -5.039
213 H -1.304 3.336 -5.498
214 H 0.164 1.926 -6.589
215 H 2.345 3.062 -6.066
216 H 1.497 3.675 -4.616
217 H 2.299 4.692 -7.871
218 H 0.662 5.256 -8.200
219 H 1.043 3.566 -8.339
220 H 1.192 1.238 -3.866
221 H 2.002 0.811 -5.184
222 C -4.837 -3.591 -1.388
223 O -3.428 -3.403 -1.399
224 H -5.282 -2.715 -1.805
225 H -5.203 -4.457 -1.962
226 H -5.262 -3.674 -0.335
227 H -2.983 -4.248 -1.262
228 C -3.488 2.502 -1.639
229 O -2.243 2.796 -1.058
230 H -3.510 1.411 -1.779
231 H -4.343 2.745 -0.994
232 H -3.622 2.934 -2.636
233 H -2.069 3.756 -1.278
234 C -3.186 -1.175 -3.941
235 O -3.774 -2.448 -4.074
236 H -3.255 -0.675 -2.963
237 H -2.122 -1.378 -4.213
238 H -3.626 -0.611 -4.762
239 H -3.398 -3.061 -3.400
240 C -0.557 -3.905 -3.772
241 O 0.844 -4.014 -3.947
242 H -1.146 -3.878 -4.692
243 H -0.837 -4.832 -3.234
244 H -0.838 -3.068 -3.166
245 H 1.172 -3.405 -4.675
246 C -2.335 -1.771 4.306
247 O -3.564 -1.625 3.544
248 H -2.408 -2.606 4.999
249 H -1.512 -2.047 3.641
250 H -2.084 -0.898 4.889
251 H -4.267 -2.060 4.062
252 C -6.801 -0.033 -2.933
253 O -6.487 0.951 -1.932
254 H -7.739 -0.618 -2.764
255 H -6.948 0.502 -3.872
256 H -5.993 -0.740 -3.127
257 H -6.337 0.509 -1.081
258 C -2.715 -7.051 0.107
259 O -2.500 -5.984 -0.836
260 H -3.743 -6.869 0.529
261 H -2.756 -8.007 -0.391
262 H -1.946 -7.121 0.920
263 H -1.596 -6.188 -1.052
264 C 3.652 0.787 0.489
265 C 4.894 1.114 1.291
266 O 4.570 2.173 2.231
267 H 2.778 0.346 0.979
268 H 3.962 0.136 -0.350
269 H 3.314 1.708 -0.021
270 H 5.584 1.431 0.514
271 H 5.336 0.295 1.853
272 H 5.310 2.764 2.360
273 C 4.969 -0.906 4.608
274 C 3.762 -1.425 3.815
275 O 2.512 -0.924 4.244
276 H 5.153 0.155 4.357
277 H 5.903 -1.356 4.292
278 H 4.818 -0.911 5.687
279 H 3.709 -2.533 3.876
280 H 3.839 -1.244 2.717
281 H 2.508 0.048 4.351
282 C 4.526 0.964 -3.307
283 C 4.630 0.663 -4.761
284 O 3.940 -0.620 -4.977
285 H 4.773 2.029 -3.149
286 H 5.157 0.433 -2.568
287 H 3.495 0.842 -2.971
288 H 5.640 0.606 -5.199
289 H 4.053 1.320 -5.401
290 H 4.530 -1.357 -4.797

Atomic partial charges in e from the Mulliken method, atoms 1 to 6: C -1.252; C 2.154; C -1.074; O -0.488; C 0.133; N -0.799

DFT (wB97M-V/def2-TZVPD) results for C65H50FeIN3O2PS4 as an isolated structure in a non-equilibrium geometry.

Results
- expectation value of S² = 6.022
- charge = -1
- frontier orbital gap (spin up / spin down) (eV) = 4.5 / 4.5
- spin multiplicity = 5

CARTESIAN COORDINATES (ANGSTROEM)
1 Fe -0.126 0.894 0.946
2 C 3.162 -0.489 3.818
3 C 2.370 -0.378 2.674
4 N 1.497 0.593 2.481
5 C 1.344 1.494 3.470
6 C 2.113 1.489 4.660
7 C 3.047 0.447 4.812
8 C 1.911 2.509 5.607
9 C 1.017 3.521 5.345
10 C 0.256 3.536 4.183
11 C 0.351 2.491 3.260
12 N -0.333 2.343 2.117
13 C -1.152 3.297 1.594
14 C -2.068 4.116 2.256
15 C -2.742 5.110 1.559
16 C -2.501 5.339 0.221
17 C -1.626 4.499 -0.491
18 C -1.335 4.619 -1.864
19 C -0.562 3.648 -2.467
20 C -0.119 2.554 -1.726
21 N -0.307 2.438 -0.416
22 C -1.018 3.424 0.195
23 H 3.861 -1.309 3.904
24 H 2.450 -1.119 1.890
25 H 3.631 0.373 5.717
26 H 2.470 2.481 6.529
27 H 0.885 4.324 6.057
28 H -0.405 4.365 3.993
29 H -2.293 3.931 3.294
30 H -3.456 5.725 2.086
31 H -3.017 6.130 -0.306
32 H -1.723 5.452 -2.429
33 H -0.328 3.697 -3.522
34 H 0.430 1.591 -3.286
35 C 6.462 3.636 -1.771
36 C 5.190 2.922 -1.420
37 C 4.464 2.268 -2.407
38 C 3.389 1.469 -2.084
39 C 3.015 1.297 -0.756
40 C 3.647 2.050 0.224
41 C 4.732 2.844 -0.108
42 S 1.847 0.020 -0.315
43 O 0.493 1.502 -2.326
44 C 2.426 -1.108 -1.602
45 C 3.821 -1.267 -1.525
46 C 4.573 -1.681 -2.587
47 C 3.952 -1.793 -3.851
48 C 4.691 -1.929 -5.039
49 C 4.061 -1.974 -6.258
50 C 2.672 -1.857 -6.321
51 C 1.928 -1.757 -5.170
52 C 2.536 -1.762 -3.903
53 C 1.735 -1.643 -2.700
54 C 0.405 -2.227 -2.790
55 C 0.345 -3.484 -3.510
56 C 1.472 -4.310 -3.675
57 C 1.427 -5.428 -4.468
58 C 0.240 -5.802 -5.104
59 C -0.908 -5.103 -4.844
60 C -0.887 -3.959 -4.024
61 C -2.079 -3.292 -3.675
62 C -2.031 -2.262 -2.781
63 C -0.812 -1.719 -2.351
64 S -1.030 -0.579 -0.946
65 O -1.803 -1.475 -0.080
66 C -2.241 0.540 -1.720
67 C -3.058 1.249 -0.844
68 C -3.945 2.181 -1.366
69 C -3.999 2.447 -2.724
70 C -4.923 3.502 -3.251
71 C -3.148 1.756 -3.579
72 C -2.286 0.795 -3.080
73 H 6.614 3.631 -2.848
74 H 7.307 3.130 -1.306
75 H 6.456 4.668 -1.424
76 H 4.756 2.358 -3.444
77 H 2.870 0.935 -2.862
78 H 3.311 1.982 1.247
79 H 5.253 3.383 0.672
80 H 4.298 -1.024 -0.585
81 H 5.639 -1.825 -2.496
82 H 5.770 -1.981 -4.974
83 H 4.638 -2.082 -7.166
84 H 2.180 -1.847 -7.283
85 H 0.854 -1.663 -5.240
86 H 2.388 -4.064 -3.158
87 H 2.317 -6.029 -4.594
88 H 0.227 -6.660 -5.763
89 H -1.854 -5.428 -5.253
90 H -3.020 -3.642 -4.071
91 H -2.943 -1.813 -2.420
92 H -3.451 1.802 1.177
93 H -4.603 2.714 -0.695
94 H -5.781 3.626 -2.593
95 H -5.271 3.254 -4.253
96 H -4.398 4.458 -3.304
97 H -3.162 1.971 -4.639
98 H -1.634 0.252 -3.749
99 I -6.668 1.009 1.699
100 C -2.933 1.030 0.617
101 H -1.847 1.006 0.904
102 H -3.339 0.058 0.895
103 S 0.144 -0.674 5.763
104 P -0.967 -1.413 4.320
105 S -0.946 -0.784 2.390
106 C -0.747 -3.234 4.236
107 C -0.857 -3.922 5.437
108 C -0.764 -5.300 5.453
109 C -0.556 -5.989 4.269
110 C -0.439 -5.301 3.073
111 C -0.536 -3.919 3.052
112 C -2.741 -1.344 4.753
113 C -3.157 -0.767 5.939
114 C -4.504 -0.745 6.251
115 C -5.427 -1.295 5.376
116 C -5.005 -1.861 4.182
117 C -3.662 -1.889 3.867
118 H -1.013 -3.360 6.348
119 H -0.861 -5.835 6.387
120 H -0.485 -7.067 4.278
121 H -0.281 -5.837 2.148
122 H -0.471 -3.368 2.124
123 H -2.414 -0.343 6.601
124 H -4.830 -0.296 7.179
125 H -6.479 -1.280 5.620
126 H -5.725 -2.273 3.490
127 H -3.310 -2.313 2.937

Atomic partial charges in e from the Mulliken method, atoms 1 to 6: Fe -0.446; C -1.192; C -0.113; N 1.038; C -0.422; C 0.987

| no. | calculated total energy (a.u.) |
| --- | --- |
| 1 | -5031.87963 |
| 2 | -6317.30255 |